1.
# C46H108N2O16

A 9-piece molecular cluster, C46H108N2O16 overall (ωB97M-V/def2-TZVPD, the Open Molecules 2025 dataset).

```
! RIJCOSX wB97M-V def2-TZVPD def2/J DEFGRID3
* xyz -1 2
C -31.66820 26.98050 28.42815
O -32.60274 28.01948 28.86613
C -33.87564 27.37226 29.23301
C -35.20861 28.15317 29.04755
O -35.69237 28.37816 27.67336
C -36.83664 29.22132 27.57722
H -31.58512 26.17521 29.15801
H -30.64668 27.26090 28.17128
H -32.02630 26.40091 27.57730
H -33.76437 26.88499 30.20166
H -34.03117 26.53068 28.55798
H -35.07718 29.04965 29.65348
H -36.05407 27.77804 29.62424
H -37.00520 29.47622 26.53094
H -36.59533 30.11790 28.14820
H -37.67561 28.61965 27.92681
C -30.39572 27.94397 21.54615
O -29.13558 28.44594 21.98040
C -28.76228 29.64455 21.43511
C -28.47569 29.71429 19.88844
O -27.53437 28.68004 19.36882
C -26.25160 28.73594 19.89370
H -31.31393 28.51778 21.67154
H -30.52079 27.07342 22.19005
H -30.40156 27.69430 20.48515
H -27.89444 29.93865 22.02542
H -29.49115 30.40755 21.70835
H -28.03735 30.69511 19.70418
H -29.36363 29.75363 19.25748
H -25.66021 29.55839 19.49130
H -25.77891 27.80085 19.59322
H -26.25163 28.77035 20.98316
C -28.49268 31.76744 25.14606
O -27.52944 31.69924 26.18352
C -26.54195 32.69833 26.03657
C -25.40654 32.46411 25.04065
O -25.85650 32.17656 23.74455
C -24.74577 32.02852 22.84948
H -29.22606 30.96183 25.18124
H -27.95707 31.74339 24.19704
H -29.15830 32.62765 25.21737
H -26.05286 32.81308 27.00390
H -27.05221 33.64945 25.88453
H -24.70001 31.72121 25.41082
H -24.87983 33.41365 24.94561
H -24.99532 31.72439 21.83295
H -23.93938 31.36499 23.16183
H -24.30997 33.02589 22.79097
C -29.37518 25.63061 17.36908
O -28.28240 24.83049 17.51433
C -27.08117 25.43426 18.01370
C -26.10000 24.37038 18.43935
O -25.41480 23.55109 17.40632
C -26.33733 22.57658 16.89071
H -30.17986 24.96359 17.05977
H -29.35248 26.44266 16.64234
H -29.68635 25.96080 18.36016
H -27.35493 26.03365 18.88198
H -26.51308 26.02568 17.29565
H -26.55233 23.68802 19.15899
H -25.40447 24.92119 19.07256
H -25.82434 21.83337 16.28031
H -27.12711 23.07141 16.32547
H -26.93850 21.98269 17.57918
C -22.12526 32.08541 29.36856
O -22.68226 30.81149 29.11243
C -23.43467 30.78708 27.91640
C -24.21371 29.45296 27.84897
O -23.27025 28.37311 27.73738
C -23.47203 27.42024 28.80906
H -22.83687 32.89196 29.54520
H -21.41641 32.47807 28.63957
H -21.61881 32.04583 30.33295
H -22.85803 30.80561 26.99161
H -24.13665 31.62029 27.94937
H -24.88460 29.41242 26.99086
H -24.89689 29.31071 28.68631
H -22.68924 26.66214 28.83390
H -24.37979 26.82404 28.71621
H -23.40196 27.84780 29.80925
C -28.08507 30.04702 28.89814
O -28.06682 29.94737 30.33363
C -28.88681 28.77286 30.70622
C -28.70563 28.41751 32.14729
O -29.65406 27.43163 32.65775
C -29.32427 27.02433 33.98429
H -27.32077 30.75252 28.57224
H -29.01156 30.44797 28.48709
H -27.86803 29.07906 28.44644
H -28.68303 27.89094 30.09895
H -29.92968 29.05173 30.55537
H -28.84630 29.37142 32.65560
H -27.65969 28.23733 32.39559
H -28.42156 26.41490 34.02672
H -30.14930 26.43344 34.38214
H -29.21442 27.84109 34.69769
C -22.69438 27.75661 19.82800
O -22.70091 27.64023 21.21699
C -21.46464 27.04292 21.81123
C -21.24862 25.55496 21.48097
O -20.56600 25.38687 20.30189
C -20.54873 24.06493 19.90072
H -22.74798 26.78565 19.33558
H -21.81547 28.29137 19.46794
H -23.50448 28.43034 19.54885
H -21.63171 27.09247 22.88721
H -20.54836 27.62722 21.72689
H -22.23856 25.09878 21.47786
H -20.68666 24.98600 22.22163
H -21.52955 23.59024 19.87307
H -19.84306 23.55985 20.56028
H -20.18186 24.09274 18.87469
C -25.03021 26.36541 22.47872
C -25.77519 25.35719 23.39909
C -24.86537 24.97396 24.54776
C -24.57100 26.05715 25.59391
C -25.93477 26.52644 26.08704
C -26.99918 26.93105 25.02327
N -26.99910 25.89290 23.97890
O -27.98823 26.09360 23.00239
C -28.42751 26.85412 25.72725
C -26.82210 28.37339 24.52490
C -26.12806 24.06324 22.57811
H -25.82984 26.81342 21.88883
H -24.45554 25.74064 21.79497
H -24.42147 27.14734 22.93274
H -25.32190 24.11080 25.03213
H -23.93220 24.69643 24.05759
H -23.98178 26.93184 25.31854
H -24.02661 25.60671 26.42387
H -25.80351 27.42822 26.68509
H -26.27855 25.81673 26.83952
H -28.66114 25.91620 26.23107
H -28.54854 27.70488 26.39782
H -29.27199 26.97503 25.04877
H -26.34989 29.01585 25.26811
H -26.02601 28.41212 23.78137
H -27.64854 28.96990 24.13853
H -26.27386 24.25953 21.51589
H -27.00468 23.57068 22.99886
H -25.37179 23.28162 22.65039
H -27.77164 26.92370 22.57156
C -30.23778 21.15877 26.01264
C -29.08924 22.01356 25.33079
C -28.50746 22.98109 26.39985
C -27.50212 22.33528 27.34857
C -26.44666 21.58298 26.57167
C -26.96470 20.52923 25.54391
N -28.05340 21.14331 24.72883
O -28.58614 20.28236 23.83683
C -25.75017 20.21897 24.58176
C -27.46705 19.27422 26.25659
C -29.74413 22.89752 24.21987
H -30.57121 20.32559 25.39398
H -31.15426 21.74871 26.02461
H -30.00992 20.81058 27.02008
H -27.98572 23.74753 25.82675
H -29.38593 23.44624 26.84710
H -27.98067 21.54761 27.93052
H -26.99435 23.03183 28.01573
H -25.97974 21.05658 27.40413
H -25.70970 22.27425 26.16286
H -24.92752 19.76101 25.13096
H -26.03599 19.38351 23.94268
H -25.35396 21.06011 24.01291
H -28.20733 19.41131 27.04481
H -27.92718 18.55902 25.57477
H -26.56331 18.81174 26.65340
H -29.08705 23.63876 23.76500
H -30.61227 23.38148 24.66733
H -29.99717 22.24563 23.38374
H -28.31126 20.71702 23.02621
*
```

Values from the calculation:
- E: -85178.1444 eV
- HOMO level (alpha / beta): 0.85 / -6.04 eV
- Expectation value of S²: 0.75

2.
# C46H108N2O16

C46H108N2O16 as an isolated structure (ωB97M-V/def2-TZVPD, the Open Molecules 2025 dataset).

```
! RIJCOSX wB97M-V def2-TZVPD def2/J DEFGRID3
* xyz 0 1
C 1.39456 -3.89304 -2.26943
O 0.96251 -2.57761 -2.60136
C -0.13197 -2.07316 -1.94136
C -0.44278 -0.62812 -2.43037
O -0.88305 -0.62590 -3.77916
C 0.19707 -0.72807 -4.65023
H 0.56082 -4.51505 -2.59512
H 1.59591 -4.02040 -1.20579
H 2.28823 -4.02161 -2.88010
H 0.10778 -2.16655 -0.88216
H -0.99041 -2.73169 -2.07378
H 0.39398 0.04828 -2.25598
H -1.28219 -0.24817 -1.84802
H -0.29090 -0.96176 -5.59648
H 0.86555 -1.57699 -4.50683
H 0.84852 0.13957 -4.75466
C 0.93878 4.21825 2.46449
O 1.76951 3.37525 3.29358
C 1.74728 3.69390 4.69208
C 0.95820 2.70738 5.65099
O 1.55573 1.35628 5.69620
C 1.42151 0.51715 4.52328
H -0.09368 4.28491 2.80752
H 0.92549 3.89295 1.42424
H 1.26924 5.25646 2.49618
H 1.36819 4.70822 4.81680
H 2.77585 3.70307 5.05272
H -0.06388 2.57101 5.29762
H 0.85303 3.17463 6.63013
H 2.26020 0.59903 3.83190
H 0.54059 0.88689 3.99852
H 1.14320 -0.46619 4.90233
C 0.68080 3.47980 -0.96716
O -0.02489 2.35476 -0.44638
C -0.93631 2.75188 0.56772
C -2.28687 3.38181 0.09804
O -3.11323 2.36597 -0.46674
C -3.16541 2.12944 -1.85448
H -0.02913 4.25195 -1.26361
H 1.33747 3.26463 -1.81013
H 1.32026 3.90866 -0.19563
H -0.43835 3.49578 1.18959
H -0.99708 1.94403 1.29696
H -2.16127 4.17939 -0.63421
H -2.93441 3.76647 0.88597
H -3.61665 3.04835 -2.22878
H -3.79882 1.24687 -1.94371
H -2.26219 1.86011 -2.40198
C -3.28301 -4.41035 -4.36893
O -3.64078 -3.39648 -3.45100
C -5.00122 -3.05300 -3.43181
C -5.27047 -1.99338 -2.38856
O -4.67285 -0.73321 -2.60716
C -3.27673 -0.68888 -2.49918
H -3.20908 -4.10783 -5.41350
H -3.86985 -5.32699 -4.30986
H -2.30665 -4.62046 -3.93228
H -5.66146 -3.88882 -3.20034
H -5.37583 -2.65892 -4.37652
H -4.94664 -2.34095 -1.40753
H -6.30735 -1.67650 -2.27661
H -2.95098 0.34387 -2.37510
H -2.72547 -1.08832 -3.35045
H -2.92683 -1.07230 -1.54072
C 2.38303 1.14483 1.40263
O 1.42871 0.13329 1.53352
C 0.73903 -0.24490 0.36753
C -0.39193 -1.20541 0.71358
O -1.50727 -1.10899 -0.19483
C -2.30554 0.06909 -0.15943
H 3.07721 0.85436 0.61406
H 2.92611 1.27056 2.33931
H 1.99761 2.15941 1.30178
H 1.50443 -0.49410 -0.36742
H 0.26720 0.63077 -0.07820
H -0.75434 -0.93088 1.70423
H -0.02643 -2.22857 0.80126
H -3.32476 -0.10131 -0.50621
H -1.89037 0.76964 -0.88399
H -2.32504 0.56338 0.81186
C -4.38681 1.81784 0.94885
O -3.61732 1.25085 1.99168
C -4.05094 -0.06961 2.42849
C -3.12278 -0.44112 3.67341
O -1.76122 -0.71352 3.45759
C -0.91878 0.44872 3.33024
H -4.46307 1.25585 0.01801
H -4.13202 2.85214 0.71777
H -5.35971 1.92103 1.42941
H -3.85286 -0.89476 1.74440
H -5.08320 -0.09734 2.77742
H -3.54664 -1.25280 4.26468
H -3.06844 0.44460 4.30639
H -1.07461 1.19864 4.10577
H -0.90608 0.97488 2.37573
H 0.08157 0.11118 3.60132
C 3.32237 3.43603 1.58564
O 3.32315 4.38683 0.59823
C 4.30066 5.37326 0.75939
C 5.72824 4.83681 0.32687
O 6.33362 3.82835 1.15357
C 7.54693 3.31120 0.62326
H 4.23026 2.83459 1.63130
H 2.57290 2.65852 1.43767
H 2.99438 3.86703 2.53157
H 4.30796 5.81462 1.75600
H 4.02899 6.19117 0.09205
H 6.41346 5.68188 0.26032
H 5.60402 4.55965 -0.71996
H 8.39773 3.99083 0.67197
H 7.48428 2.98710 -0.41555
H 7.82268 2.38987 1.13631
C -1.92055 -2.87454 3.47804
C -3.03352 -3.81163 2.92933
C -4.05272 -2.88442 2.19929
C -3.55977 -2.38006 0.83117
C -3.20592 -3.51667 -0.05605
C -2.14440 -4.51022 0.53686
N -2.53109 -4.89830 1.96279
O -1.60557 -5.81608 2.54723
C -2.20517 -5.81144 -0.32110
C -0.67801 -3.99743 0.43334
C -3.71998 -4.49939 4.07415
H -1.03657 -3.47713 3.68680
H -2.17713 -2.31317 4.37645
H -1.63796 -2.10878 2.75566
H -5.09780 -3.14985 2.35877
H -4.07311 -1.94747 2.75589
H -2.68579 -1.75785 1.02379
H -4.36759 -1.76054 0.44165
H -2.75713 -3.08109 -0.94877
H -4.15468 -4.02606 -0.22484
H -2.10610 -5.55867 -1.37675
H -1.44729 -6.51758 0.01812
H -3.18081 -6.29350 -0.25916
H -0.60282 -3.07131 1.00321
H -0.03142 -4.78855 0.81302
H -0.47837 -3.84358 -0.62711
H -4.29684 -3.81934 4.70095
H -3.03067 -4.98160 4.76728
H -4.46632 -5.25042 3.81525
H -2.14055 -6.61113 2.48967
C 4.66360 -0.80582 -4.37537
C 4.01728 -0.33389 -3.02884
C 5.23559 0.03675 -2.06928
C 4.81262 0.87027 -0.85321
C 3.91742 2.06846 -1.24054
C 2.77371 1.87105 -2.28407
N 3.22911 0.90106 -3.35514
O 2.23418 0.75653 -4.34541
C 1.47675 1.38159 -1.60220
C 2.53146 3.26977 -2.86803
C 3.23037 -1.45797 -2.34473
H 3.95163 -1.29540 -5.03983
H 5.42456 -1.56965 -4.21542
H 5.06333 -0.01676 -5.01231
H 5.63888 -0.89932 -1.68298
H 5.99975 0.63352 -2.56731
H 5.65380 1.14255 -0.21572
H 4.19242 0.25925 -0.19740
H 4.61945 2.78686 -1.66381
H 3.48466 2.44335 -0.31303
H 1.55765 0.35546 -1.24354
H 1.27416 2.09879 -0.80679
H 0.70041 1.40196 -2.36703
H 1.54999 3.41385 -3.31975
H 2.45235 4.02023 -2.08149
H 3.26351 3.57178 -3.61703
H 3.86140 -2.33800 -2.22048
H 2.39066 -1.77267 -2.96437
H 2.82685 -1.24085 -1.35573
H 2.74018 0.95330 -5.13714
*
```

Values from the calculation:
- E: -85151.9381 eV
- HOMO level: -7.68 eV

no.,largest force on an atom (eV/A)
1,4.1
2,8.4